Entry 1:
Density functional theory data (the ωB97M-V functional and the def2-TZVPD basis) for a molecular structure, C3H8O4 at a distorted geometry.

## Properties
- 2S+1 = 3
- <S²> = 2.006
- energy relative to the best compared isomer or geometry (same formula, charge and spin) (kJ/mol) = 104.8

Last column: Mulliken charge in e.
Positions of all 15 atoms, in Å:
C (2.835, 0.867, -0.163)  -0.84
C (1.622, 0.861, 0.615)  0.50
C (-1.334, 0.185, -2.386)  0.15
O (2.015, 0.899, 1.919)  -0.47
O (-1.684, 0.776, -1.283)  -0.44
O (-0.254, 0.017, -2.817)  -0.46
O (0.445, 0.967, 0.434)  -0.41
H (2.699, 0.288, -1.038)  0.33
H (3.189, 1.859, -0.260)  0.24
H (3.652, 0.396, 0.458)  0.26
H (1.529, -2.676, 4.877)  0.13
H (-2.233, -0.141, -2.880)  0.34
H (1.480, 1.212, 2.633)  0.30
H (-0.910, 0.921, -0.688)  0.50
H (1.396, -1.958, 4.602)  -0.13

---

Entry 2:
Density functional theory data (the ωB97M-V functional and the def2-TZVPD basis) for a molecular structure, C29H25Cl3N7SScSi at a distorted geometry.

## Properties
- 2S+1 = 1
- energy relative to the best compared isomer or geometry (same formula, charge and spin) (kJ/mol) = 51.1

Last column: Mulliken charge in e.
Positions of all 67 atoms, in Å:
Sc (0.782, -0.612, -0.317)  -0.28
N (-0.798, 1.248, 0.762)  0.50
C (-0.225, 2.106, 1.721)  -0.67
C (-0.939, 2.832, 2.631)  -0.38
C (-0.280, 3.646, 3.582)  -0.88
C (1.080, 3.735, 3.599)  -0.92
C (1.846, 2.974, 2.679)  0.80
C (3.262, 2.970, 2.666)  -0.78
C (3.927, 2.150, 1.813)  -1.42
C (3.182, 1.301, 0.965)  -0.62
N (1.875, 1.302, 0.916)  1.23
C (1.195, 2.141, 1.757)  0.42
H (-1.808, 1.197, 0.804)  0.30
H (-0.524, 1.566, -0.168)  0.04
H (-2.022, 2.788, 2.616)  0.47
H (-0.871, 4.210, 4.292)  0.41
H (1.589, 4.366, 4.316)  0.42
H (3.798, 3.610, 3.357)  0.42
H (5.007, 2.108, 1.785)  0.43
H (3.693, 0.592, 0.328)  0.72
S (-2.463, -3.874, 1.087)  -0.43
C (-2.440, -2.763, 2.414)  1.04
C (-3.158, -2.814, 3.606)  -0.72
C (-2.913, -1.842, 4.556)  -0.51
C (-1.953, -0.848, 4.328)  -0.86
C (-1.249, -0.796, 3.141)  -0.17
C (-1.516, -1.751, 2.160)  -1.01
N (-0.896, -1.842, 0.913)  0.68
C (-1.250, -2.922, 0.280)  0.65
C (-0.690, -3.298, -1.025)  0.88
C (-1.118, -4.472, -1.646)  -1.17
C (-0.611, -4.809, -2.887)  -0.77
C (0.323, -3.966, -3.483)  -1.04
C (0.736, -2.803, -2.842)  0.21
C (0.246, -2.417, -1.589)  0.97
H (-3.875, -3.603, 3.791)  0.41
H (-3.451, -1.864, 5.495)  0.38
H (-1.746, -0.116, 5.098)  0.43
H (-0.484, -0.053, 2.982)  0.46
H (-1.838, -5.129, -1.169)  0.39
H (-0.930, -5.718, -3.380)  0.39
H (0.737, -4.220, -4.452)  0.45
H (1.461, -2.188, -3.356)  -0.04
N (-2.308, 0.627, -3.749)  -0.08
C (-3.028, -0.482, -3.352)  -1.01
C (-2.503, -0.842, -2.153)  -0.37
N (-1.482, 0.015, -1.804)  0.73
C (-1.405, 0.887, -2.776)  -0.08
C (-0.478, 2.012, -2.754)  -0.23
N (0.213, 2.311, -1.685)  0.13
C (0.919, 3.452, -2.003)  -0.57
C (0.665, 3.810, -3.288)  -0.76
N (-0.256, 2.893, -3.755)  -0.04
H (-2.415, 1.112, -4.622)  0.17
H (-3.804, -0.912, -3.959)  0.43
H (-2.770, -1.686, -1.542)  0.45
H (1.586, 3.916, -1.300)  0.48
H (1.042, 4.606, -3.904)  0.42
H (-0.540, 2.802, -4.715)  0.23
Cl (4.099, -1.431, -2.882)  -0.37
Si (2.702, 0.071, -2.386)  0.47
Cl (1.819, 0.494, -4.301)  -0.32
Cl (4.004, 1.748, -2.162)  -0.38
C (2.130, -1.725, 1.060)  -1.14
H (1.878, -2.790, 1.052)  0.35
H (2.059, -1.370, 2.097)  0.33
H (3.181, -1.642, 0.754)  0.36

---

Entry 3:
Density functional theory data (the ωB97M-V functional and the def2-TZVPD basis) for a single C25H18ClNO6 molecule at a distorted geometry.

## Properties
- 2S+1 = 1
- SMILES = O=C(CNC(=O)OCc1ccccc1)Oc1cc2oc(=O)cc(-c3ccccc3)c2cc1Cl
- energy relative to the best compared isomer or geometry (same formula, charge and spin) (kJ/mol) = 0.0

Last column: Mulliken charge in e.
Positions of all 51 atoms, in Å:
O (-2.538, -0.278, 2.127)  -0.56
C (-3.260, -0.822, 1.339)  0.67
C (-4.782, -0.681, 1.348)  -0.63
N (-5.080, 0.736, 1.427)  -0.19
C (-4.382, 1.544, 0.570)  0.57
O (-3.843, 1.148, -0.433)  -0.61
O (-4.402, 2.821, 0.980)  -0.44
C (-3.607, 3.711, 0.196)  -0.71
C (-2.143, 3.343, 0.203)  0.68
C (-1.573, 2.725, 1.308)  -0.12
C (-0.234, 2.377, 1.301)  -0.72
C (0.552, 2.667, 0.200)  -0.41
C (-0.007, 3.292, -0.903)  -0.45
C (-1.351, 3.619, -0.904)  -0.79
O (-2.840, -1.560, 0.306)  -0.52
C (-1.491, -1.479, -0.005)  -0.09
C (-1.081, -0.505, -0.891)  -0.29
C (0.266, -0.405, -1.231)  -0.24
O (0.612, 0.568, -2.092)  -0.48
C (1.922, 0.827, -2.410)  0.06
O (2.158, 1.768, -3.124)  -0.64
C (2.912, -0.083, -1.868)  -0.58
C (2.590, -1.119, -1.059)  0.97
C (3.626, -2.055, -0.593)  0.11
C (3.481, -3.427, -0.787)  -0.22
C (4.475, -4.297, -0.379)  -0.74
C (5.618, -3.810, 0.235)  -0.43
C (5.770, -2.447, 0.428)  -0.63
C (4.784, -1.572, 0.010)  -0.53
C (1.207, -1.288, -0.673)  0.96
C (0.773, -2.246, 0.250)  -0.77
C (-0.561, -2.346, 0.579)  0.18
Cl (-1.096, -3.521, 1.718)  -0.24
H (-5.184, -1.094, 0.421)  0.25
H (-5.213, -1.192, 2.209)  0.40
H (-5.276, 1.129, 2.335)  0.30
H (-3.982, 3.724, -0.833)  0.36
H (-3.767, 4.692, 0.653)  0.33
H (-2.179, 2.498, 2.173)  0.40
H (0.190, 1.879, 2.160)  0.42
H (1.601, 2.404, 0.198)  0.50
H (0.601, 3.505, -1.769)  0.42
H (-1.789, 4.090, -1.771)  0.38
H (-1.803, 0.189, -1.294)  0.62
H (3.930, 0.096, -2.179)  0.60
H (2.600, -3.805, -1.284)  0.54
H (4.358, -5.358, -0.541)  0.39
H (6.390, -4.492, 0.559)  0.39
H (6.660, -2.064, 0.904)  0.39
H (4.898, -0.510, 0.165)  0.47
H (1.490, -2.899, 0.721)  0.64

---

Entry 4:
Density functional theory data (the ωB97M-V functional and the def2-TZVPD basis) for a molecular structure, C21H39N2O2P3W at a distorted geometry.

## Properties
- total charge = +4
- 2S+1 = 3
- <S²> = 2.018
- energy relative to the best compared isomer or geometry (same formula, charge and spin) (kJ/mol) = 0.0

Last column: Mulliken charge in e.
Positions of all 68 atoms, in Å:
P (-1.574, -2.119, 0.513)  0.73
C (-2.773, -1.933, 1.899)  -1.18
H (-3.177, -2.937, 2.081)  0.60
H (-3.590, -1.257, 1.620)  0.38
H (-2.283, -1.579, 2.816)  0.37
C (-2.679, -2.615, -0.805)  -1.30
H (-2.124, -3.082, -1.636)  0.49
H (-3.240, -1.742, -1.186)  0.23
H (-3.383, -3.364, -0.396)  0.53
C (-0.697, -3.624, 1.060)  -1.00
H (-1.452, -4.422, 1.165)  0.54
H (-0.216, -3.447, 2.040)  0.38
H (0.064, -3.926, 0.328)  0.29
P (2.753, -0.338, 1.055)  0.51
C (3.000, 0.302, 2.768)  -0.99
H (4.088, 0.232, 2.968)  0.56
H (2.458, -0.326, 3.499)  0.44
H (2.679, 1.354, 2.864)  0.37
C (3.416, -1.971, 1.191)  -1.16
H (3.608, -2.398, 0.189)  0.41
H (2.719, -2.633, 1.748)  0.33
H (4.387, -1.916, 1.734)  0.53
C (3.898, 0.702, 0.125)  -1.22
H (4.914, 0.488, 0.506)  0.53
H (3.675, 1.777, 0.273)  0.41
H (3.852, 0.463, -0.949)  0.30
P (-0.294, 2.081, -1.650)  0.79
C (-0.727, 3.700, -0.903)  -1.13
H (-1.004, 4.360, -1.739)  0.55
H (0.135, 4.137, -0.378)  0.49
H (-1.581, 3.617, -0.218)  0.27
C (1.063, 2.633, -2.716)  -1.12
H (0.735, 3.558, -3.228)  0.54
H (1.294, 1.875, -3.483)  0.41
H (1.964, 2.837, -2.107)  0.33
C (-1.688, 1.824, -2.759)  -1.36
H (-1.635, 2.599, -3.544)  0.55
H (-2.647, 1.902, -2.210)  0.43
H (-1.626, 0.826, -3.232)  0.28
W (0.293, -0.208, -0.184)  1.65
C (0.167, -0.729, 1.749)  0.00
O (0.049, -0.902, 2.959)  -0.35
C (0.920, 1.576, 0.545)  0.04
O (1.218, 2.564, 1.148)  -0.30
C (1.883, -0.384, -2.591)  -0.41
C (0.524, -0.495, -3.012)  -1.36
C (-0.263, -1.581, -2.566)  -0.28
C (0.320, -2.607, -1.770)  -1.27
C (1.664, -2.484, -1.341)  -0.41
C (2.454, -1.386, -1.773)  -1.36
H (2.563, 0.280, -3.176)  0.64
H (0.208, 0.081, -3.884)  1.03
H (-1.204, -1.815, -3.101)  0.66
H (-0.161, -3.587, -1.741)  1.03
H (2.189, -3.395, -0.966)  0.69
H (3.540, -1.474, -1.714)  0.99
C (-1.119, 2.122, 3.201)  -1.57
C (-1.913, 1.708, 2.018)  -0.24
N (-1.659, 0.984, 0.901)  1.34
C (-2.835, 0.921, 0.202)  -0.60
C (-3.775, 1.612, 0.830)  -1.11
N (-3.196, 2.101, 1.964)  0.11
H (-0.963, 3.193, 3.183)  0.39
H (-1.676, 1.890, 4.105)  0.53
H (-0.174, 1.618, 3.232)  0.09
H (-2.899, 0.329, -0.731)  0.29
H (-4.818, 1.791, 0.539)  0.47
H (-3.650, 2.642, 2.673)  0.23

---

Question: What is the energy relative to the best compared isomer or geometry (same formula, charge and spin) in the first record?
Answer: 104.8 kJ/mol

---

Question: Look up the 2S+1 of the fourth one.
Answer: 3

---

Question: Number 4 is which compound?
Answer: C21H39N2O2P3W